Computed, not measured: a cluster of 7 separate species, C5H23N2O10P in total at a distorted geometry, with the ωB97M-V functional and the def2-TZVPD basis.

The geometry in XYZ format:
```
41
Properties=species:S:1:pos:R:3:lowdin_charge:R:1
P 0.88 0.30 2.48 0.78
O -2.62 -0.70 -3.32 -0.07
O -3.10 3.20 3.53 -0.08
O 0.60 0.00 4.18 -0.25
O 2.93 0.74 -1.25 -0.07
O 5.35 -0.52 -3.25 -0.06
O -0.51 -2.29 1.65 -0.11
O 0.49 -0.83 -3.00 -0.06
O 1.03 -1.23 0.14 -0.04
O 2.59 0.57 2.26 -0.21
O 7.08 -2.08 -5.13 -0.08
N -1.92 1.65 -0.28 0.06
N 0.14 1.71 2.03 -0.17
C -2.48 0.61 0.44 -0.31
C -1.92 -1.92 1.43 -0.17
C 0.40 -1.18 1.35 -0.26
C -3.52 0.98 1.69 -0.10
C -2.21 -1.00 0.10 -0.12
H 0.59 -1.14 -2.09 0.00
H -2.25 0.10 -2.91 0.03
H 6.91 -1.35 -4.52 0.00
H -1.95 -0.96 -3.97 0.02
H -2.54 -2.93 1.32 0.15
H -2.24 2.58 0.12 0.04
H 5.18 0.22 -2.65 0.04
H -4.29 1.79 1.30 0.09
H -0.36 2.05 2.88 -0.02
H 4.51 -1.00 -3.27 0.05
H 6.24 -2.57 -5.14 0.03
H -1.41 -1.14 -0.77 0.11
H 0.06 -1.57 -3.46 0.04
H 3.05 -0.35 2.27 0.10
H -2.85 1.33 2.58 0.05
H 0.22 0.85 4.61 0.10
H -4.15 0.00 1.95 0.08
H -2.32 -1.44 2.45 0.13
H -3.24 -1.39 -0.36 0.13
H 2.19 0.31 -0.79 -0.01
H -3.99 3.08 3.91 0.05
H 2.51 1.42 -1.80 0.05
H -3.08 4.14 3.28 0.05
```

Calculated values
multiplicity: 1
SMILES: [H]/N=C(\C)CCOC(=O)P(=N)(O)O.O.O.O.O.O.O
M: 302.217 g mol⁻¹
largest force on an atom: 8.8 eV/Å
total charge: 0

---

Computed, not measured: a structure of composition C51H44As2N5OSTl at a distorted geometry, with the ωB97M-V functional and the def2-TZVPD basis.

The geometry in XYZ format:
```
105
Properties=species:S:1:pos:R:3:lowdin_charge:R:1
Tl -0.77 0.58 0.89 0.64
As -0.87 -1.42 -2.01 1.22
As 1.77 0.48 -1.34 1.24
S -3.52 0.70 3.66 0.86
O -3.49 1.64 4.80 -0.51
N 1.30 0.29 2.22 0.04
N 2.43 2.48 2.20 0.17
N 0.26 2.98 1.36 0.01
N -0.99 -1.92 2.08 0.04
N 1.28 -2.12 2.76 0.17
C 2.88 2.03 -1.83 -0.38
C 0.70 -1.52 -3.19 -0.45
C 3.70 -2.96 0.16 -0.07
C 3.08 -0.73 -0.58 -0.39
C 4.82 3.02 -2.85 -0.08
C -2.87 0.83 -5.08 -0.07
C -4.87 -0.43 4.11 -0.23
C -4.04 1.20 -2.98 -0.06
C -0.54 3.96 0.88 -0.17
C -5.03 3.49 1.08 -0.05
C -1.06 -4.69 1.80 -0.10
C 3.06 -0.74 3.37 -0.11
C -1.76 -5.54 -1.97 -0.10
C 1.51 3.35 1.71 -0.35
C 2.34 1.19 2.40 -0.30
C -0.20 5.30 0.78 -0.08
C -2.23 -3.96 1.71 -0.09
C 0.11 -4.03 2.04 -0.02
C 1.60 -0.28 -3.15 -0.42
C -2.12 -2.60 1.77 -0.18
C -2.82 -5.69 -2.84 -0.09
C -4.44 1.48 2.27 -0.39
C -3.08 0.37 -2.35 -0.14
C -1.96 0.01 -4.41 -0.11
C 5.22 -1.17 0.43 -0.09
C 1.94 4.72 1.64 -0.01
C 5.60 0.08 3.99 -0.08
C -4.88 0.70 1.23 -0.11
C 4.08 1.89 -2.53 -0.13
C 4.72 0.96 3.38 -0.02
C 2.77 -2.05 -0.38 -0.12
C -2.78 -3.31 -3.18 -0.10
C 3.19 4.42 -1.82 -0.10
C 4.35 4.30 -2.52 -0.09
C -3.93 1.42 -4.36 -0.08
C -5.54 1.30 0.16 -0.10
C 3.93 -1.64 3.97 0.00
C -4.52 2.86 2.22 -0.07
C 0.12 -2.65 2.27 -0.35
C -3.36 -4.54 -3.43 -0.09
C -1.18 -4.30 -1.74 -0.13
C -2.07 -0.20 -3.04 -0.40
C -5.59 2.68 0.06 -0.08
C -1.67 -3.15 -2.34 -0.39
C 4.31 -0.29 -0.14 -0.12
C 2.41 3.32 -1.50 -0.10
C 3.45 0.55 3.09 -0.14
C 1.73 -0.90 2.79 -0.29
C 4.96 -2.52 0.54 -0.08
C 5.20 -1.20 4.30 -0.08
C 1.05 5.68 1.21 -0.09
H 2.96 4.92 1.90 0.11
H 2.57 -0.47 -3.58 0.06
H 1.77 -2.42 -0.58 0.07
H 4.93 5.16 -2.82 0.10
H 6.10 -0.71 0.85 0.10
H -1.23 -0.50 -4.95 0.08
H 4.44 0.87 -2.74 0.11
H -4.26 -4.60 -4.04 0.10
H -1.30 -6.43 -1.53 0.10
H -4.57 -1.06 4.90 0.03
H -2.76 1.01 -6.15 0.11
H 2.85 5.41 -1.51 0.11
H -1.11 -5.74 1.61 0.10
H -4.71 1.98 -4.90 0.11
H 0.40 -1.73 -4.19 0.04
H 5.88 -1.85 4.77 0.09
H 1.42 6.70 1.12 0.11
H 4.98 1.99 3.11 0.12
H 1.45 3.46 -0.97 0.09
H -5.16 4.57 1.07 0.11
H 4.55 0.75 -0.23 0.09
H 1.01 -4.61 2.13 0.11
H -3.26 -6.66 -3.08 0.11
H 3.44 -4.00 0.26 0.10
H -3.09 0.26 -1.29 0.04
H -1.51 3.63 0.52 0.08
H -6.05 3.14 -0.83 0.11
H -5.98 0.73 -0.61 0.10
H -5.29 -1.08 3.33 0.05
H 6.57 0.44 4.24 0.10
H -5.71 0.19 4.46 0.07
H 1.08 0.50 -3.71 0.06
H 3.60 -2.59 4.34 0.11
H -4.74 -0.35 1.19 0.09
H -0.33 -4.28 -1.09 0.08
H -3.01 -1.97 1.66 0.09
H -3.18 -2.39 -3.64 0.09
H -4.82 1.64 -2.37 0.07
H -4.18 3.42 3.06 0.10
H -3.21 -4.40 1.46 0.12
H 5.71 2.89 -3.47 0.10
H -0.91 6.06 0.44 0.11
H 5.71 -3.18 1.00 0.11
H 1.30 -2.39 -2.89 0.06
```

Calculated values
multiplicity: 1
relative energy (zero: lowest compared OMol25 entry of this formula, charge and spin): 0.000 eV
M: 1129.241 g mol⁻¹
largest force on an atom: 1.9 eV/Å
total charge: 0

---

Computed, not measured: a cluster of 6 separate species, C12H36O6 in total, with the ωB97M-V functional and the def2-TZVPD basis.

The geometry in XYZ format:
```
54
Properties=species:S:1:pos:R:3:lowdin_charge:R:1
O 1.08 2.57 -0.53 -0.09
O -2.10 2.75 -1.16 -0.10
O 2.47 -1.17 -0.98 -0.09
O -6.60 -4.48 -0.56 -0.08
O 3.35 -1.60 1.76 -0.09
O -0.83 0.97 0.73 -0.10
C -4.80 -3.80 0.87 -0.10
C -2.37 1.78 -2.18 -0.33
C 3.67 -0.54 -1.41 -0.33
C 2.08 3.06 0.37 -0.30
C -6.04 -3.36 0.13 -0.33
C 2.37 4.54 0.21 -0.08
C 2.98 -0.34 2.31 -0.32
C -1.64 -1.31 0.51 -0.08
C 2.51 -0.42 3.75 -0.07
C -2.65 2.48 -3.48 -0.09
C -0.45 -0.40 0.79 -0.30
C 4.76 -1.53 -1.78 -0.09
H 3.84 0.34 2.20 0.11
H -1.81 3.08 -3.83 0.07
H -3.25 1.20 -1.88 0.11
H -2.84 1.70 -4.22 0.07
H -6.78 -2.90 0.79 0.11
H -3.49 3.17 -3.39 0.08
H -5.75 -2.59 -0.60 0.11
H 1.59 5.13 0.71 0.08
H 0.31 -0.59 0.02 0.10
H -1.87 2.25 -0.36 0.04
H -0.01 -0.66 1.76 0.10
H 5.52 -1.02 -2.39 0.07
H 2.98 2.46 0.25 0.10
H -2.01 -1.14 -0.50 0.07
H 3.27 4.78 0.78 0.08
H 1.72 2.91 1.40 0.11
H -4.34 -3.01 1.48 0.06
H 2.66 0.53 4.26 0.08
H 4.12 -1.93 2.24 0.10
H 4.02 0.15 -0.63 0.10
H 3.42 0.12 -2.25 0.11
H -5.02 -4.66 1.51 0.08
H 1.46 -0.71 3.79 0.07
H 2.22 0.10 1.67 0.09
H 5.23 -1.97 -0.91 0.07
H -1.32 -2.35 0.57 0.08
H -2.43 -1.10 1.24 0.07
H 0.59 3.33 -0.86 0.09
H -1.54 1.07 -2.21 0.11
H 3.13 -1.13 4.30 0.08
H 2.48 4.90 -0.82 0.08
H 2.67 -1.50 -0.09 0.04
H 4.35 -2.33 -2.41 0.08
H -6.83 -4.19 -1.44 0.08
H -4.01 -4.07 0.16 0.07
H -0.10 1.44 0.30 0.03
```

Calculated values
multiplicity: 1
relative energy (zero: lowest compared OMol25 entry of this formula, charge and spin): 1.716 eV
SMILES: CCO.CCO.CCO.CCO.CCO.CCO
M: 276.414 g mol⁻¹
largest force on an atom: 1.0 eV/Å
total charge: 0

---

Computed, not measured: an isolated molecule of C4H8O2, with the ωB97M-V functional and the def2-TZVPD basis.

The geometry in XYZ format:
```
14
Properties=species:S:1:pos:R:3:lowdin_charge:R:1
O -1.24 1.91 0.19 0.00
O 0.39 0.16 -1.03 -0.16
C -0.44 -0.18 1.30 -0.03
C 1.66 -0.47 -0.98 -0.09
C -0.55 -0.43 -0.19 -0.30
C -1.45 0.57 0.47 -0.31
H -0.94 -1.38 -0.54 0.15
H 1.58 -1.53 -1.25 0.09
H -0.78 -0.96 1.98 0.10
H 0.41 0.39 1.65 0.12
H -2.50 0.33 0.59 0.14
H 2.11 -0.39 0.01 0.09
H 2.29 0.04 -1.72 0.09
H -0.53 1.94 -0.48 0.09
```

Calculated values
multiplicity: 1
relative energy (zero: lowest compared OMol25 entry of this formula, charge and spin): 2.338 eV
SMILES: CO[C@H]1C[C@H]1O
M: 88.106 g mol⁻¹
largest force on an atom: 0.3 eV/Å
total charge: 0

---

Computed, not measured: a structure of composition C37H37AuCl3N4O4PS2 at a distorted geometry, with the ωB97M-V functional and the def2-TZVPD basis.

The geometry in XYZ format:
```
89
Properties=species:S:1:pos:R:3:lowdin_charge:R:1
Au -0.31 -0.04 0.51 0.99
Cl 6.74 2.12 5.18 0.71
Cl 5.97 0.20 10.94 0.73
Cl 3.68 -2.66 7.04 0.72
S -2.95 -1.30 -0.19 0.57
S 7.92 -0.60 5.51 1.04
P -0.25 -2.34 -0.51 1.08
O 3.52 0.95 4.72 -0.13
O -4.24 -1.03 -0.72 -0.20
O -2.50 -0.44 0.92 -0.38
O -1.83 -1.27 -1.23 -0.44
N 0.70 0.07 4.83 -0.04
N 0.01 -0.22 2.77 -0.05
N 1.62 0.35 -0.59 -0.01
N -0.66 2.25 0.08 -0.03
C 1.29 -2.94 1.73 -0.10
C 4.79 -1.07 8.89 -0.12
C 0.41 -4.47 -3.89 -0.04
C -1.19 -4.74 0.67 -0.05
C 3.76 0.07 7.01 -0.20
C 2.44 -3.32 2.40 -0.04
C 5.12 0.15 9.45 -0.66
C 6.65 0.43 4.97 -0.97
C 0.57 -3.49 -4.85 -0.04
C -3.80 -3.73 0.89 -0.01
C 5.95 -1.65 4.26 -0.16
C -2.21 -5.52 1.18 -0.02
C 4.77 1.34 8.81 -0.08
C 7.14 -1.97 4.85 -0.40
C 4.11 -1.10 7.68 -0.58
C 0.90 0.37 3.54 -0.14
C -2.78 -2.96 0.37 -0.26
C 0.46 -2.15 -4.52 -0.04
C 1.30 -2.83 0.34 -0.35
C 0.15 -4.12 -2.57 -0.06
C 0.19 -1.79 -3.21 -0.09
C 1.55 0.47 5.95 -0.03
C 0.04 -2.78 -2.23 -0.33
C 3.61 -3.56 1.69 -0.05
C 3.01 0.06 5.70 -0.30
C 0.49 3.11 0.42 -0.24
C 4.09 1.28 7.61 -0.02
C -1.48 -3.44 0.24 -0.29
C -3.50 -5.02 1.30 -0.01
C -0.41 -0.74 4.89 -0.01
C 1.68 2.84 -0.50 -0.17
C 5.65 -0.26 4.33 -0.33
C 2.49 -3.02 -0.37 -0.09
C -0.83 -0.91 3.61 -0.14
C 3.64 -3.40 0.31 -0.04
C 4.41 0.37 3.77 -0.16
C 2.41 1.54 -0.21 -0.21
H 0.57 -1.39 -5.28 0.12
H -4.80 -3.32 0.98 0.14
H 1.19 0.00 6.86 0.15
H -1.45 2.47 0.68 0.10
H -4.28 -5.64 1.72 0.13
H 0.37 -2.77 2.28 0.09
H 3.01 -0.96 5.30 0.11
H 4.50 -3.89 2.21 0.11
H 3.86 -0.38 3.19 0.11
H -1.68 -1.45 3.23 0.10
H 0.79 -3.77 -5.87 0.12
H 2.42 -3.43 3.48 0.12
H 0.77 2.89 1.45 0.11
H 2.64 1.47 0.85 0.11
H 1.51 1.55 6.07 0.15
H 0.48 -5.52 -4.15 0.12
H -0.79 -1.12 5.82 0.14
H -0.97 2.42 -0.87 0.11
H 3.83 2.20 7.10 0.13
H 1.70 1.01 3.21 0.12
H 4.55 -3.58 -0.24 0.12
H 5.05 -1.99 9.39 0.11
H 2.39 3.66 -0.38 0.13
H 0.02 -4.89 -1.82 0.11
H 4.69 1.20 3.10 0.13
H 0.22 4.16 0.35 0.13
H 1.35 2.86 -1.55 0.12
H -0.19 -5.13 0.59 0.12
H 2.51 -2.91 -1.45 0.11
H 2.16 -0.50 -0.48 0.07
H 3.35 1.53 -0.76 0.13
H 5.32 -2.38 3.78 0.09
H 7.59 -2.94 4.93 0.08
H 5.02 2.28 9.27 0.12
H 0.05 -0.75 -2.94 0.09
H 1.34 0.42 -1.57 0.09
H -1.99 -6.54 1.49 0.12
```

Calculated values
multiplicity: 1
relative energy (zero: lowest compared OMol25 entry of this formula, charge and spin): 2.887 eV
M: 1000.161 g mol⁻¹
largest force on an atom: 1.7 eV/Å
total charge: +2

---

Computed, not measured: a cluster of 2 separate species, C5H9NO in total at a distorted geometry, with the ωB97M-V functional and the def2-TZVPD basis.

The geometry in XYZ format:
```
16
Properties=species:S:1:pos:R:3:lowdin_charge:R:1
O 0.53 -0.51 3.02 -0.06
N 0.90 -0.44 -1.00 0.05
C -1.17 0.03 -0.43 -0.08
C 0.17 -1.61 -1.21 -0.12
C -1.14 -1.35 -0.82 -0.10
C 0.09 0.53 -0.52 -0.36
C 0.43 1.99 -0.33 -0.03
H 0.88 2.20 0.64 0.07
H 1.90 -0.52 -0.94 0.16
H -0.49 2.58 -0.40 0.07
H -1.89 -2.10 -0.62 0.09
H 0.66 -2.51 -1.53 0.10
H 0.44 -0.79 2.09 0.02
H -2.07 0.38 0.03 0.10
H -0.35 -0.17 3.15 0.02
H 1.11 2.30 -1.12 0.07
```

Calculated values
multiplicity: 1
relative energy (zero: lowest compared OMol25 entry of this formula, charge and spin): 1.119 eV
SMILES: Cc1ccc[nH]1.O
M: 99.133 g mol⁻¹
largest force on an atom: 2.3 eV/Å
total charge: 0

---

Computed, not measured: a cluster of 2 separate species, C3H10NO in total at a distorted geometry, with the ωB97M-V functional and the def2-TZVPD basis.

The geometry in XYZ format:
```
15
Properties=species:S:1:pos:R:3:lowdin_charge:R:1
O 0.93 0.57 0.23 -0.13
N -0.48 -2.05 0.68 0.22
C -0.48 1.22 -1.59 -0.07
C 0.11 1.60 -0.23 -0.32
C 0.18 -1.73 1.79 0.21
H -0.53 1.58 0.70 0.12
H 0.88 -2.36 2.28 0.11
H -1.04 -1.39 0.25 0.10
H 1.51 0.16 -0.36 0.07
H 0.62 2.68 -0.19 0.16
H 0.16 -0.63 2.14 0.15
H 0.33 1.70 -2.25 0.12
H -1.47 1.43 -1.91 0.06
H -0.45 0.13 -1.72 0.06
H -0.28 -2.90 0.17 0.16
```

Calculated values
multiplicity: 1
relative energy (zero: lowest compared OMol25 entry of this formula, charge and spin): 2.579 eV
M: 76.119 g mol⁻¹
largest force on an atom: 5.2 eV/Å
total charge: +1

---

Computed, not measured: an isolated molecule of C10H10N2 at a distorted geometry, with the ωB97M-V functional and the def2-TZVPD basis.

The geometry in XYZ format:
```
22
Properties=species:S:1:pos:R:3:lowdin_charge:R:1
N 1.57 -1.11 -0.19 0.15
N 3.79 -0.55 0.28 0.06
C -2.07 -1.32 0.11 -0.04
C -4.02 0.37 0.11 -0.09
C -2.57 0.09 0.04 -0.33
C 2.18 1.28 0.11 -0.03
C -0.12 0.67 -0.15 -0.15
C 0.89 1.78 -0.08 0.03
C 0.33 -0.60 -0.20 -0.31
C -1.55 1.01 -0.03 -0.01
C 2.48 -0.14 -0.02 -0.39
C -0.73 -1.56 -0.07 -0.05
H 0.55 2.81 -0.15 0.11
H -4.24 1.47 -0.37 0.13
H 3.83 -1.39 -0.37 0.11
H 3.04 2.03 0.17 0.12
H 4.63 0.13 0.13 0.13
H -2.03 1.97 0.21 0.11
H -4.50 -0.28 -0.72 0.10
H -4.46 0.06 1.05 0.07
H -2.94 -2.11 0.32 0.14
H -0.28 -2.60 0.15 0.13
```

Calculated values
multiplicity: 1
relative energy (zero: lowest compared OMol25 entry of this formula, charge and spin): 2.301 eV
SMILES: Cc1ccc2nc(N)ccc2c1
M: 158.204 g mol⁻¹
largest force on an atom: 5.9 eV/Å
total charge: 0

---

Computed, not measured: a structure of composition C50H40CaN4S3, with the ωB97M-V functional and the def2-TZVPD basis.

The geometry in XYZ format:
```
98
Properties=species:S:1:pos:R:3:lowdin_charge:R:1
Ca 0.12 -0.02 0.57 1.13
S 0.55 1.45 -2.19 0.87
S 1.38 2.84 0.81 0.92
S 2.98 0.02 -0.29 0.85
N -1.47 -1.00 -0.73 -0.03
N 0.38 0.09 2.84 -0.01
N -1.56 1.45 1.04 -0.03
N 0.68 -2.21 0.88 -0.03
C -6.60 1.09 -2.22 -0.08
C -0.79 3.43 4.12 -0.21
C -2.98 -1.07 -2.45 0.00
C 0.39 -3.27 0.09 -0.24
C -0.45 -3.23 -1.04 -0.06
C -6.57 2.33 -2.86 -0.09
C 0.00 3.08 -1.60 -0.51
C -1.75 -6.38 -2.68 -0.08
C -4.28 2.60 -2.17 -0.04
C 3.19 2.69 0.69 -0.49
C -2.83 3.04 2.06 0.00
C 2.88 -2.52 3.90 -0.21
C -1.62 2.26 2.12 -0.27
C -1.31 -2.16 -1.41 -0.24
C -4.30 1.36 -1.53 -0.22
C -1.69 -5.21 -1.94 -0.04
C 1.41 -2.66 1.93 -0.25
C 1.43 -0.58 3.39 -0.25
C 2.02 0.24 4.43 -0.01
C 5.06 -3.54 4.20 -0.08
C -0.62 -6.83 -3.36 -0.09
C 1.30 1.38 4.49 -0.01
C -1.00 3.27 5.49 -0.04
C 0.61 -4.94 -2.54 -0.04
C -1.08 4.37 6.33 -0.08
C -0.94 5.65 5.82 -0.09
C -5.40 3.08 -2.83 -0.08
C 0.26 1.28 3.49 -0.29
C 2.64 -2.71 5.26 -0.04
C -3.50 2.64 0.95 0.00
C -5.48 0.62 -1.56 -0.04
C -3.08 0.87 -0.82 -0.06
C -0.51 -4.47 -1.86 -0.21
C -0.73 5.83 4.46 -0.08
C -2.51 -0.32 -1.30 -0.25
C 2.32 1.70 -2.52 -0.51
C -0.65 4.73 3.62 -0.04
C 0.95 3.81 -0.66 -0.49
C 3.69 1.26 0.81 -0.51
C 3.59 -3.30 6.08 -0.08
C 1.00 -4.46 0.65 0.01
C -2.24 -2.20 -2.52 0.00
C -2.70 1.62 0.32 -0.26
C 1.86 -1.88 3.02 -0.06
C -0.70 2.27 3.20 -0.11
C 3.22 0.59 -1.98 -0.51
C 4.10 -2.94 3.38 -0.04
C 0.56 -6.11 -3.28 -0.08
C 1.63 -4.09 1.78 0.00
C 4.80 -3.72 5.55 -0.09
H -7.44 2.70 -3.37 0.10
H -0.48 4.86 2.56 0.10
H 1.46 2.22 5.14 0.11
H 2.62 2.66 -2.13 0.04
H -2.57 -4.87 -1.40 0.12
H 1.87 4.12 -1.15 0.06
H 3.46 0.86 1.80 0.06
H -3.77 -0.76 -3.12 0.11
H 2.14 -4.72 2.49 0.11
H 2.47 1.74 -3.60 0.08
H -2.32 -2.98 -3.26 0.11
H -3.37 3.18 -2.16 0.11
H -4.48 2.97 0.62 0.11
H 4.27 0.86 -2.14 0.09
H 0.90 -5.46 0.25 0.11
H -7.51 0.51 -2.22 0.10
H -3.16 3.75 2.81 0.11
H 1.68 -2.40 5.67 0.12
H -2.67 -6.95 -2.72 0.10
H 4.30 -2.80 2.33 0.12
H -1.12 2.27 5.89 0.12
H 3.04 -0.33 -2.55 0.07
H 5.54 -4.18 6.19 0.10
H -5.36 4.04 -3.33 0.10
H -1.26 4.23 7.39 0.10
H -0.26 3.73 -2.44 0.08
H 0.46 4.74 -0.34 0.08
H -0.92 2.83 -1.07 0.04
H 1.44 -6.45 -3.81 0.10
H -0.66 -7.74 -3.94 0.10
H -1.00 6.51 6.47 0.10
H 3.37 -3.45 7.13 0.10
H 1.53 -4.37 -2.47 0.12
H 3.64 3.27 1.49 0.08
H -5.50 -0.34 -1.05 0.12
H 4.78 1.26 0.70 0.08
H -0.62 6.82 4.05 0.10
H 6.00 -3.85 3.78 0.10
H 3.52 3.14 -0.25 0.07
H 2.87 -0.03 5.03 0.11
```

Calculated values
multiplicity: 1
M: 833.177 g mol⁻¹
largest force on an atom: 1.0 eV/Å
total charge: 0

---

Computed values of highest occupied orbital energy (unit: eV) for the preceding records, in sequence: -9.5361, -7.4911, -9.7304, -9.4534, -12.4703, -8.2964, -14.2713, -8.1460, -6.2651.
Computed values of Kohn-Sham gap (unit: Ha) for the preceding records, in sequence: 0.2898, 0.2669, 0.3785, 0.3843, 0.1639, 0.3370, 0.3070, 0.3194, 0.2043.